The following is a quantum chemistry calculation of a 3-piece molecular cluster, C3H5IO2S overall in a non-equilibrium geometry, from OMol25.

Values from the calculation:
- Charge: 0
- Energy relative to the best compared isomer or geometry (same formula, charge and spin): 41.3 kcal/mol
- HOMO-LUMO gap: 8.3 eV
- M: 232.042 g mol⁻¹
- HOMO energy: -9.615 eV

Geometry (Å):
C (1.158, -1.102, -1.334)
C (0.650, 0.331, -1.687)
C (1.289, 0.158, -0.595)
O (-0.172, 1.694, 1.995)
O (-2.470, 1.408, 2.745)
S (-1.588, 1.719, 1.658)
I (-2.094, -1.703, 0.749)
H (0.431, -1.881, -1.035)
H (2.001, -1.456, -1.917)
H (0.290, 1.011, -2.531)
H (-1.284, -0.840, 1.772)
H (1.790, 0.660, 0.180)